No. 1
A structure of composition C9H11O6Tb at a distorted geometry. Source: the OMol25 dataset; level of theory: ωB97M-V/def2-TZVPD.

```
! RIJCOSX wB97M-V def2-TZVPD def2/J DEFGRID3
* xyz 2 7
O 0.1429 3.7180 -3.8979
C -0.2743 2.6596 -3.7717
Tb -0.7041 -0.1403 -1.0173
O 0.0210 3.3235 -0.3533
C -0.2809 2.2405 -0.6004
C -0.0160 -0.9878 -2.9893
O -0.3993 -1.9457 -2.3087
C 1.5117 0.8440 -1.6796
O 2.5535 1.3196 -1.8357
C -2.8069 0.9587 -1.8069
O -3.8078 1.4212 -2.1399
H 0.1542 -0.7914 -4.0582
C 2.3542 -1.1359 1.7714
C 1.1994 -1.7392 1.0323
O 0.0786 -0.8284 0.8935
C -0.5682 -0.5666 2.1826
C -1.9435 0.0590 1.9324
H 2.8039 -0.2677 1.2591
H 3.1338 -1.8961 1.8601
H 2.0692 -0.8173 2.7788
H 1.4586 -2.0377 0.0353
H 0.8236 -2.6013 1.5824
H -0.6368 -1.5254 2.7030
H 0.0698 0.0987 2.7373
H -2.4511 0.1409 2.9035
H -1.8913 1.0584 1.4981
H -2.5943 -0.5614 1.2890
*
```

Values from the calculation:
HOMO-LUMO gap (spin up / spin down) = 7.05 / 7.22 eV
Total energy = -1624.7461 Ha
HOMO energy (spin up / spin down) = -16.1 / -16.2 eV

=====

No. 2
A cluster of 10 separate species, C48H93FN2O23S9 in total at a distorted geometry. Source: the OMol25 dataset; level of theory: ωB97M-V/def2-TZVPD.

```
! RIJCOSX wB97M-V def2-TZVPD def2/J DEFGRID3
* xyz 0 1
C 1.9766 -0.7488 3.9476
C 1.1288 -1.5537 2.8473
C -0.3330 -1.8045 3.4437
F -0.6383 -3.2203 3.1960
C -1.5049 -0.9753 2.7487
C -2.6902 -0.9889 3.8540
C -4.0358 -1.7199 3.3711
C -5.1785 -1.3192 4.4596
C -5.8785 0.0857 4.1265
O -6.3143 0.2083 2.7441
C -1.8829 -1.5290 1.2731
O -0.7863 -1.9531 0.4142
N -1.0405 -3.2542 0.0625
O -0.1522 -3.6769 -0.5995
O -2.6986 -0.4410 0.7128
C -2.6961 0.7348 1.5599
O -3.5259 1.6462 1.6406
C -1.2701 0.5435 2.3196
C -0.9222 1.6511 3.4207
N -0.3159 0.8721 1.2108
H 1.3397 -0.2750 4.7770
H 2.6695 0.0493 3.5236
H 2.6481 -1.5160 4.4913
H 1.1544 -1.1106 1.8019
H 1.6227 -2.5935 2.7610
H -0.2653 -1.6968 4.5720
H -3.0055 0.0738 4.1752
H -2.3794 -1.5081 4.8315
H -3.8902 -2.8589 3.4256
H -4.3992 -1.4169 2.3365
H -4.7332 -1.2311 5.5145
H -5.9975 -2.1101 4.4763
H -6.8340 0.1331 4.7662
H -5.2389 0.9984 4.3860
H -6.4296 -0.7049 2.3970
H -2.5819 -2.4314 1.2144
H -1.2858 2.6789 3.0545
H -1.4371 1.4931 4.4326
H 0.1904 1.7722 3.6374
H -0.8627 1.4077 0.5121
H 0.4813 1.4371 1.5326
O 5.7779 -3.4322 -3.0250
S 5.3464 -4.7789 -2.7196
O 6.2790 -5.8755 -2.5833
C 4.3050 -4.7252 -1.2724
C 2.9049 -4.4928 -1.8264
C 2.7850 -5.4077 -3.0472
C 4.0621 -5.2398 -3.8733
H 4.6392 -3.9335 -0.6023
H 4.3756 -5.6946 -0.7742
H 2.1380 -4.7087 -1.0811
H 2.7924 -3.4486 -2.1350
H 2.6944 -6.4473 -2.7158
H 1.8983 -5.1751 -3.6410
H 4.3425 -6.1668 -4.3742
H 3.9627 -4.4374 -4.6054
O 7.9155 -10.7638 -2.6439
S 8.3040 -9.8089 -1.6302
O 7.6856 -9.7791 -0.3225
C 10.0752 -9.8875 -1.4289
C 10.6134 -8.8933 -2.4495
C 9.7032 -7.6670 -2.3555
C 8.2587 -8.1689 -2.3430
H 10.4237 -10.9066 -1.5955
H 10.3095 -9.5715 -0.4101
H 11.6569 -8.6400 -2.2504
H 10.5546 -9.3202 -3.4560
H 9.9142 -7.1271 -1.4257
H 9.8740 -6.9729 -3.1848
H 7.6169 -7.5310 -1.7387
H 7.8551 -8.2514 -3.3540
O 0.0007 4.4284 3.3614
S -0.3234 4.6844 4.7464
O -0.1634 3.6805 5.7759
C 0.5191 6.1726 5.2552
C -0.4535 7.2922 4.9079
C -1.8337 6.7917 5.3373
C -1.9798 5.3561 4.8295
H 1.4738 6.2555 4.7362
H 0.6809 6.1122 6.3336
H -0.1864 8.2249 5.4090
H -0.4461 7.4737 3.8282
H -1.9019 6.8048 6.4307
H -2.6330 7.4291 4.9507
H -2.5823 4.7489 5.5054
H -2.4065 5.3287 3.8250
O -5.0265 6.4613 3.0806
S -4.6256 7.8306 2.8524
O -3.6335 8.4900 3.6756
C -4.1632 8.0076 1.1386
C -5.4657 8.3620 0.4330
C -6.1639 9.3820 1.3358
C -6.0944 8.8492 2.7676
H -3.7156 7.0821 0.7766
H -3.4431 8.8259 1.0701
H -5.2840 8.7626 -0.5662
H -6.0915 7.4693 0.3313
H -5.6410 10.3410 1.2740
H -7.1931 9.5520 1.0298
H -6.0157 9.6580 3.4944
H -6.9548 8.2203 3.0028
O -10.0786 -2.6671 -0.5138
S -8.9967 -1.7967 -0.1156
O -7.8611 -2.2744 0.6431
C -8.4030 -0.9343 -1.5602
C -9.2688 0.3165 -1.6342
C -9.3727 0.8349 -0.1980
C -9.6894 -0.3624 0.7002
H -8.4944 -1.5731 -2.4382
H -7.3552 -0.6779 -1.3885
H -8.8382 1.0630 -2.3045
H -10.2656 0.0608 -2.0077
H -8.4162 1.2760 0.1002
H -10.1350 1.6112 -0.1027
H -9.2386 -0.2552 1.6876
H -10.7654 -0.5164 0.7973
O -8.0184 11.1904 2.1183
S -9.4626 11.1252 2.0736
O -10.1956 11.1511 0.8290
C -9.9952 9.7145 3.0281
C -10.1489 10.2542 4.4441
C -10.8372 11.6130 4.2980
C -10.1244 12.3704 3.1755
H -9.2600 8.9138 2.9508
H -10.9554 9.3837 2.6266
H -10.7258 9.5730 5.0724
H -9.1640 10.3866 4.9038
H -11.8880 11.4620 4.0310
H -10.8149 12.1796 5.2312
H -10.8111 13.0126 2.6236
H -9.2900 12.9604 3.5581
O 7.5810 -6.7366 -6.1697
S 8.6525 -5.8541 -5.7657
O 9.8004 -6.3267 -5.0183
C 9.2293 -4.9695 -7.2046
C 8.3470 -3.7299 -7.2641
C 8.2410 -3.2262 -5.8244
C 7.9427 -4.4339 -4.9350
H 9.1429 -5.6011 -8.0885
H 10.2742 -4.7013 -7.0343
H 8.7655 -2.9718 -7.9292
H 7.3521 -3.9953 -7.6365
H 9.1929 -2.7749 -5.5258
H 7.4688 -2.4611 -5.7200
H 8.3943 -4.3278 -3.9488
H 6.8704 -4.5999 -4.8361
O 4.1796 3.6906 1.0575
S 4.3417 2.4139 1.7125
O 3.2623 1.7737 2.4316
C 5.0173 1.2555 0.5354
C 6.5256 1.4194 0.6693
C 6.8015 1.5120 2.1716
C 5.7870 2.4921 2.7649
H 4.6471 1.4824 -0.4639
H 4.7022 0.2535 0.8350
H 7.0616 0.5870 0.2092
H 6.8474 2.3427 0.1770
H 6.6705 0.5253 2.6273
H 7.8251 1.8334 2.3754
H 5.5083 2.2165 3.7824
H 6.1624 3.5164 2.7469
O 4.0665 -5.0826 -6.9975
S 3.5312 -5.5093 -8.2704
O 3.4140 -4.6112 -9.3966
C 4.4075 -6.9743 -8.7882
C 3.6210 -8.1221 -8.1690
C 2.1452 -7.7767 -8.3815
C 1.9560 -6.3103 -7.9870
H 5.4421 -6.9290 -8.4475
H 4.3717 -7.0159 -9.8790
H 3.8831 -9.0789 -8.6243
H 3.8346 -8.1874 -7.0973
H 1.8881 -7.9103 -9.4371
H 1.4899 -8.4286 -7.8000
H 1.1902 -5.8255 -8.5930
H 1.7113 -6.2093 -6.9282
*
```

Values from the calculation:
HOMO-LUMO gap = 9.24 eV
Total energy = -7408.0522 Ha
SMILES string = CC[C@H](F)[C@]1(CCCCO)[C@H](ON=O)OC(=O)[C@]1(C)N.O=S1(=O)CCCC1.O=S1(=O)CCCC1.O=S1(=O)CCCC1.O=S1(=O)CCCC1.O=S1(=O)CCCC1.O=S1(=O)CCCC1.O=S1(=O)CCCC1.O=S1(=O)CCCC1.O=S1(=O)CCCC1
HOMO energy = -8.9 eV

=====

No. 3
A structure of composition C6H10 at a distorted geometry. Source: the OMol25 dataset; level of theory: ωB97M-V/def2-TZVPD.

```
! RIJCOSX wB97M-V def2-TZVPD def2/J DEFGRID3
* xyz 0 1
C 0.0078 0.0583 -1.2959
C 0.5755 0.4446 0.0347
C -0.1716 1.6490 0.6329
C 0.5514 -0.9919 1.3661
C -0.3909 -1.7458 0.6355
C -1.0363 -1.9087 -0.3848
H 0.5416 1.0522 -1.4821
H -1.0343 0.2661 -1.5657
H 0.5126 -0.6677 -1.9363
H 1.6591 0.5341 -0.0336
H -0.2948 1.4496 1.6941
H 0.3243 2.6241 0.5298
H -1.1785 1.7499 0.2035
H 1.5348 -1.4821 1.4816
H 0.2157 -0.5742 2.3249
H -1.7208 -2.4207 -1.0093
*
```

Values from the calculation:
HOMO-LUMO gap = 9.74 eV
Energy above the lowest of the compared OMol25 structures with the same formula, charge and spin = 103.7 kcal/mol
Total energy = -234.4372 Ha
HOMO energy = -8.6 eV

=====

No. 4
A structure of composition C31H46NO2W at a distorted geometry. Source: the OMol25 dataset; level of theory: ωB97M-V/def2-TZVPD.

```
! RIJCOSX wB97M-V def2-TZVPD def2/J DEFGRID3
* xyz 1 3
O -0.8428 -2.1336 -0.5249
C -2.2935 -2.1482 -0.4910
C -2.3169 -3.6660 -0.5857
H -2.7504 -1.6218 -1.3421
H -2.6512 -1.7354 0.4631
C -0.7776 -3.5942 -0.5737
H -2.7624 -4.0132 -1.5162
H -2.7868 -4.1535 0.2736
C -0.0425 -3.9774 -1.8397
H -0.4042 -3.3848 -2.6910
H -0.1373 -5.0428 -2.0757
H 1.0257 -3.7648 -1.7015
C -0.1365 -4.1921 0.6580
H -0.7005 -3.9479 1.5689
H 0.8951 -3.8291 0.7715
H -0.0915 -5.2851 0.5602
W 1.7208 0.2587 0.9545
C 1.7816 -0.0010 3.2226
C 0.7635 1.0163 3.1695
C -0.4217 0.4384 2.6457
H 0.8654 2.0280 3.5765
C -0.1603 -0.9253 2.3498
C 1.2088 -1.2034 2.6584
H 1.6885 -2.1821 2.6510
H 2.7258 0.0535 3.7587
H -1.3923 0.9309 2.5860
H -0.9016 -1.6778 2.0873
C 3.7622 0.4460 0.2408
C 3.5723 -0.8713 0.7779
C 2.5814 -1.5355 -0.0190
H 4.1374 -1.3058 1.5938
C 2.1272 -0.6237 -1.0227
C 2.8781 0.5926 -0.8825
H 2.8800 1.4133 -1.5892
H 4.5416 1.1417 0.5299
H 2.3234 -2.5847 0.0239
H 1.4553 -0.8704 -1.8393
O -4.3977 -3.5711 -2.5923
C -4.5186 -5.0254 -2.6593
C -5.7892 -5.4270 -3.4176
H -4.5582 -5.4094 -1.6270
H -3.6079 -5.4360 -3.1220
C -6.6089 -4.1121 -3.4872
H -6.3311 -6.2176 -2.8881
H -5.5230 -5.7519 -4.4325
C -5.5560 -3.0123 -3.2585
H -7.3460 -4.1091 -2.6696
H -7.1105 -4.0108 -4.4557
H -5.9449 -2.1701 -2.6724
H -5.2305 -2.6231 -4.2373
C 2.6064 7.0153 0.4872
C 2.7042 5.6199 1.0328
C 3.6381 5.3648 2.0349
C 3.7691 4.0819 2.5676
C 4.7770 3.8257 3.6537
C 2.9634 3.0571 2.0824
C 1.9817 3.2693 1.0728
C 1.8889 4.5847 0.5694
N 1.1759 2.2079 0.6014
C 0.0266 2.4793 -0.2973
C -0.9108 3.4785 0.3806
C 0.5180 2.9660 -1.6683
C -0.7922 1.2189 -0.5821
H 2.3152 7.7209 1.2782
H 3.5832 7.3457 0.1071
H 1.8768 7.0898 -0.3258
H 4.2677 6.1773 2.3998
H 5.7936 4.0741 3.3176
H 4.5707 4.4390 4.5427
H 4.7632 2.7724 3.9555
H 3.1118 2.0638 2.5265
H 1.1680 4.8461 -0.2083
H -0.4395 4.4330 0.6198
H -1.7564 3.6859 -0.2862
H -1.2842 3.0584 1.3226
H 0.8657 2.1196 -2.2726
H -0.3190 3.4463 -2.1904
H 1.3514 3.6695 -1.6119
H -0.2119 0.4521 -1.1130
H -1.2083 0.7775 0.3290
H -1.6359 1.4873 -1.2339
*
```

Values from the calculation:
HOMO-LUMO gap (spin up / spin down) = 7.00 / 5.84 eV
Energy above the lowest of the compared OMol25 structures with the same formula, charge and spin = 0.0 kcal/mol
Total energy = -1480.8220 Ha
HOMO energy (spin up / spin down) = -9.9 / -10.0 eV

=====

No. 5
An isolated molecule of C4H6N2O. Source: the OMol25 dataset; level of theory: ωB97M-V/def2-TZVPD.

```
! RIJCOSX wB97M-V def2-TZVPD def2/J DEFGRID3
* xyz 0 1
C 2.2832 -0.0378 -0.1377
C 0.9942 -0.7510 -0.3372
N 0.1219 -0.5522 -1.1963
C -1.0957 -0.1058 -0.9679
C -1.3467 0.1114 0.4226
O -2.5905 0.4378 0.8437
N -0.3631 -0.0607 1.2413
H 3.1433 -0.7113 -0.1781
H 2.2119 0.3795 0.8658
H 2.4187 0.7799 -0.8566
H -1.8469 -0.0946 -1.7445
H -3.1804 0.4631 0.0772
H -0.6767 -0.0830 2.2143
*
```

Values from the calculation:
HOMO-LUMO gap = 8.57 eV
Energy above the lowest of the compared OMol25 structures with the same formula, charge and spin = 71.2 kcal/mol
Total energy = -340.6814 Ha
HOMO energy = -7.9 eV